65
Properties=species:S:1:pos:R:3:forces:R:3 method="wB97M-V/def2-TZVPD" total_energy_ev=-51997.24133 molar_mass_g_mol=708.26 s2=2.025 multiplicity=3 homo_lumo_gap_ev="5.714 / 5.542" total_charge=+3
Mo -0.391910 0.113936 1.128853 -1.392 -0.882 0.165
O -1.741822 -1.378231 1.076630 0.569 0.449 -0.049
N -1.585326 -2.408794 1.859656 0.031 -0.160 0.153
N -0.545769 -2.333863 2.554395 -0.077 0.146 -0.336
O 0.226557 -1.240577 2.422278 -0.192 0.384 -0.163
C -0.106163 -3.383671 3.425679 0.094 -0.127 0.308
C 0.993285 -3.145754 4.242464 -0.043 -0.005 -0.037
C 1.399610 -4.160642 5.091090 0.008 -0.012 0.017
C 0.714791 -5.368360 5.117595 0.017 0.011 0.006
C -0.385624 -5.577275 4.293069 -0.016 0.012 -0.012
C -0.812841 -4.583570 3.432640 0.018 0.010 -0.007
H 1.514335 -2.200536 4.225712 -0.009 0.009 -0.010
H 2.250455 -4.004458 5.739001 0.003 0.003 0.001
H 1.039199 -6.153021 5.787120 -0.001 -0.007 0.004
H -0.915196 -6.519073 4.321999 -0.004 -0.001 -0.006
H -1.668176 -4.737949 2.791287 -0.006 0.005 -0.009
C 1.756930 3.579174 -4.376630 -0.011 -0.012 0.009
C 2.462847 2.381298 -4.273500 -0.023 0.094 -0.032
C 1.921491 1.317917 -3.579744 -0.003 -0.246 0.082
C 0.672509 1.467661 -2.959868 -0.179 0.169 -0.018
C -0.026484 2.682232 -3.045495 -0.047 -0.028 0.092
C 0.516351 3.730464 -3.766916 0.085 -0.007 -0.047
Sb -0.220054 -0.025024 -1.845430 0.340 0.132 0.072
C 0.407203 -1.832048 -2.591362 -0.067 -0.040 0.097
C 0.897819 -1.948701 -3.901314 0.012 0.159 -0.027
C 1.250206 -3.193332 -4.384904 -0.008 -0.085 0.040
C 1.118195 -4.316950 -3.572262 -0.009 0.045 0.003
C 0.613882 -4.209909 -2.276978 0.018 -0.034 -0.037
C 0.239376 -2.974988 -1.790223 -0.034 0.057 0.057
C 1.416302 0.490893 0.361400 0.341 -0.019 -0.050
C 1.232452 1.863200 0.610313 0.200 0.238 -0.046
C 2.333533 2.657672 0.917188 -0.032 -0.026 -0.083
C 3.595353 2.077163 0.935456 0.034 -0.005 0.006
C 3.772184 0.724887 0.642138 0.010 -0.005 -0.006
C 2.684736 -0.087660 0.359760 -0.014 -0.050 -0.066
H 2.181798 4.400657 -4.938426 0.000 0.000 0.001
H 3.431382 2.282831 -4.744417 0.002 -0.016 -0.003
H 2.469116 0.386219 -3.504523 0.021 0.031 -0.014
H -0.993573 2.822248 -2.573261 -0.036 -0.006 -0.028
H -0.027176 4.660773 -3.856612 -0.007 0.003 0.005
H 0.983309 -1.079302 -4.540906 -0.001 -0.023 -0.004
H 1.618225 -3.295308 -5.396384 0.006 0.001 -0.004
H 1.394531 -5.289849 -3.956633 0.004 -0.001 -0.009
H 0.500877 -5.095759 -1.667536 -0.009 -0.001 0.006
H -0.193870 -2.894133 -0.798101 0.017 -0.025 -0.017
H 0.279071 2.371487 0.433932 -0.017 0.023 0.129
H 2.211522 3.719740 1.080728 0.002 0.002 0.010
H 4.459424 2.683582 1.173314 -0.009 0.019 -0.001
H 4.767099 0.300612 0.673101 -0.005 -0.029 -0.013
H 2.813169 -1.149538 0.192683 0.008 -0.004 0.006
N -4.685856 4.847196 -0.788852 -0.078 0.048 0.030
C -3.664149 3.993175 -0.763155 0.097 -0.053 -0.084
O -2.926094 3.770285 -1.710092 0.001 -0.001 0.048
C -3.394851 3.245197 0.531979 0.014 -0.066 0.093
C -4.029525 3.394311 1.759794 0.029 0.000 -0.068
C -3.618476 2.613326 2.833027 0.008 -0.036 0.042
C -2.597935 1.703681 2.661403 0.018 -0.143 0.124
N -1.981844 1.549049 1.472129 0.427 0.048 -0.313
C -2.376962 2.316964 0.444013 -0.132 0.050 -0.004
H -4.875021 5.343160 -1.647735 0.005 -0.009 0.002
H -5.314437 4.991544 -0.018476 0.003 0.013 -0.019
H -4.830346 4.107136 1.908288 -0.001 0.008 -0.002
H -4.087279 2.708686 3.802097 0.007 -0.013 0.007
H -2.261110 1.076900 3.478169 0.002 0.020 0.010
H -1.881257 2.213016 -0.510645 0.015 -0.011 0.001

22
Properties=species:S:1:pos:R:3:forces:R:3 method="wB97M-V/def2-TZVPD" total_energy_ev=-7945.93999 molar_mass_g_mol=101.19 s2=0.755 multiplicity=2 homo_lumo_gap_ev="12.025 / 6.565" total_charge=+1
C -1.932733 1.009562 -0.045965 -0.716 -0.797 -1.873
C -1.221399 -0.296063 0.311058 0.374 -1.029 2.085
C 0.325110 -0.335579 0.023123 1.408 -0.680 -1.151
C 0.572340 -0.599665 -1.502315 -0.113 1.461 0.533
C 1.100646 0.791576 0.728904 -1.046 0.291 0.197
C 2.542702 0.374222 0.793121 1.461 0.135 -0.593
N -1.897611 -1.500396 -0.097175 -2.184 1.871 -0.187
H -1.577460 1.421336 -0.990699 0.469 0.295 0.264
H -1.877029 1.697356 0.786332 0.111 0.108 0.085
H -2.971969 0.774329 -0.303355 -0.081 0.283 0.584
H -1.139599 -0.410345 1.399336 -0.473 0.121 -0.022
H 0.691713 -1.231114 0.525208 -0.296 -0.145 0.181
H -0.401522 -0.485547 -1.979929 0.207 -0.563 -0.529
H 1.094181 -1.532199 -1.692913 -0.497 -0.295 0.035
H 1.193274 0.164315 -1.977718 -0.022 0.151 0.297
H 0.695819 0.882724 1.747194 0.153 -0.097 -0.040
H 0.955405 1.792365 0.317675 0.015 -0.187 -0.489
H 2.694402 -0.374231 1.569835 0.115 -0.129 -0.201
H 2.940772 0.030689 -0.175306 -0.536 -0.497 0.205
H 3.276664 1.169925 0.946203 -0.531 0.341 0.609
H -2.479564 -1.451255 -0.943976 1.025 -0.013 -0.568
H -2.584142 -1.892001 0.561359 1.158 -0.624 0.577